(1)
16
Properties=species:S:1:pos:R:3:forces:R:3:mulliken_charge:R:1 method="wB97M-V/def2-TZVPD" total_charge=+1 gap_ev=7.68 e_above_lowest_kcal_mol=0.0 total_energy_ev=-44166.396 homo_energy_ev=-13.3986
C -1.18316 1.74308 0.70792 -1.8028 1.2084 3.8639 -0.42
C -1.58967 0.74182 1.65154 2.1510 0.4897 -4.0471 -0.46
C -0.27523 1.59641 -0.27201 0.6533 1.1048 -1.9230 -0.60
C -1.18300 -0.54786 1.48341 1.2434 -3.4731 -0.2744 -0.73
C 0.14057 0.27300 -0.54372 -0.2704 -1.4853 2.2116 0.81
C -0.30862 -0.62414 0.44866 0.8176 0.6305 -2.3465 0.70
N 1.00990 -0.15727 -1.51383 -0.9052 -2.4410 1.3738 -0.19
O 0.54013 -2.45478 -0.35757 -0.9567 2.1264 0.1301 -0.51
P 1.55971 -1.76358 -1.22726 0.2993 1.6118 1.1887 0.87
Cl 1.97376 -2.65547 -2.90529 0.0999 0.2014 0.1656 -0.06
Cl 3.19258 -1.52906 -0.05215 -0.3580 -0.2309 -0.9980 -0.12
H -1.54695 2.76083 1.00431 0.3963 -0.9536 -0.7282 0.32
H -2.19074 0.92940 2.41624 -2.5707 1.1396 3.1140 0.53
H 0.01706 2.58038 -0.82713 -0.2074 -2.3889 0.6143 0.24
H -1.37641 -1.51209 2.03819 -0.1861 1.5686 -0.2219 0.41
H 1.22007 0.61932 -2.05129 1.5966 0.8916 -2.1229 0.22

(2)
170
Properties=species:S:1:pos:R:3:forces:R:3:mulliken_charge:R:1 method="wB97M-V/def2-TZVPD" gap_ev=8.54 e_above_lowest_kcal_mol=48.2 smiles=CC1(C)CCCC(C)(C)N1O.CC1(C)CCCC(C)(C)N1O.CC1(C)CCCC(C)(C)N1O.CC1(C)CCCC(C)(C)N1O.CC1(C)CCCC(C)(C)N1O.OCCO.OCCO total_energy_ev=-78417.182 homo_energy_ev=-8.1124
C -1.45824 -4.39470 0.05914 1.3691 0.6843 0.8342 -0.51
C -1.66719 -4.89269 1.52626 0.1598 0.1705 -0.9450 2.27
C -2.63499 -6.06538 1.42036 -0.8349 -0.8166 -0.9463 -1.96
C -0.31970 -5.43657 2.01695 1.4394 0.1219 -0.1397 -1.86
C 0.70148 -4.42364 2.61051 -1.1622 -0.1407 0.0113 1.14
C -0.06062 -3.52968 3.57260 -0.0853 0.1095 0.7868 -1.64
C -1.35372 -2.86705 3.04521 1.7206 1.9231 -1.3599 1.72
C -2.03575 -2.23288 4.24459 -0.7312 -0.3616 -0.2466 -2.15
C -0.95944 -1.70313 2.07451 -0.0989 0.8699 0.9617 -0.91
N -2.17779 -3.82565 2.37242 -0.2644 -1.3688 1.6021 0.24
O -3.43640 -3.29709 1.98932 0.4143 -0.4105 -0.1855 -0.39
H -1.13238 -5.19787 -0.60074 -0.8627 -0.1231 -0.2661 0.67
H -2.24826 -3.71711 -0.25019 -0.3613 -0.6336 -0.3923 -0.26
H -0.55330 -3.77114 0.05716 -0.0297 0.1389 0.1420 -0.68
H -3.52551 -5.75241 0.86639 -0.1409 0.0915 0.2654 0.45
H -2.23687 -6.85090 0.76797 0.4456 0.3292 -0.1435 0.41
H -2.95185 -6.67866 2.26788 0.1959 0.8097 0.6531 0.38
H -0.43104 -6.30343 2.66866 -0.2109 0.1353 0.1786 0.37
H 0.18214 -5.77855 1.10761 -0.2030 -0.5506 0.0590 0.43
H 1.51484 -4.90694 3.15393 -0.1533 -0.3432 -0.0424 0.63
H 1.19935 -3.91765 1.78348 -0.2510 0.4820 0.1087 -1.10
H 0.57598 -2.78101 4.05528 0.0020 0.3974 -0.5712 0.49
H -0.34858 -4.08306 4.47543 -0.1329 -0.6051 -0.3153 0.41
H -1.43170 -1.47920 4.74909 0.4828 -0.4828 0.1621 0.32
H -2.29469 -3.10687 4.84757 -0.2251 0.5467 0.6392 0.57
H -2.92018 -1.65679 3.96695 -0.2332 -0.4426 -0.1537 0.39
H -0.65283 -2.00754 1.07881 0.1337 -0.0364 0.1107 -0.40
H -0.20430 -1.06369 2.54679 0.5084 -0.4300 -0.1676 0.41
H -1.75541 -0.95406 2.01115 -0.4500 -0.4854 -0.4180 0.37
H -4.02072 -3.88651 2.47991 -0.3002 0.2775 -0.0844 0.36
C -1.83888 3.25108 1.85492 0.7199 -0.0794 -0.1192 -1.06
C -2.81758 4.46578 1.93698 -0.1722 -1.9182 0.5331 2.14
C -4.07270 4.17901 1.10091 -0.1613 -0.2090 -0.1317 -2.10
C -3.26380 4.57659 3.41882 1.4844 1.8416 -1.2946 -1.50
C -2.09800 5.15478 4.27848 -0.4476 -0.4956 0.9675 -0.69
C -1.53470 6.48128 3.70326 -2.5005 -0.4309 -0.0860 -1.49
C -1.14862 6.40669 2.22353 0.4936 0.2212 0.9380 2.04
C -1.08645 7.84907 1.68962 -1.0748 -0.7635 -0.2495 -2.09
C 0.27211 5.82867 2.08798 -0.7440 -0.5667 -1.4279 -1.91
N -2.22032 5.69929 1.51052 -0.5022 1.1740 -0.2526 0.23
O -1.94555 5.65683 0.10533 0.2671 -0.0227 0.4250 -0.43
H -0.88358 3.58394 1.44521 -0.0552 -0.0926 -0.1304 0.09
H -1.59634 2.82148 2.83046 -0.1192 0.1774 0.1242 0.32
H -2.14104 2.39548 1.24901 -0.3610 0.2643 -0.1324 -0.16
H -3.83670 3.99114 0.05647 0.0625 0.5262 -0.0719 0.43
H -4.59625 3.25882 1.37884 0.3262 -0.0443 0.5342 0.35
H -4.81035 4.97271 1.22960 0.1374 0.2015 -0.2737 0.53
H -4.00926 5.37562 3.43957 -0.4993 -0.3877 0.1046 0.37
H -3.65706 3.59299 3.65435 0.0003 0.1382 0.6575 0.41
H -2.58883 5.41702 5.22039 0.2465 0.0274 0.1956 0.49
H -1.38930 4.37705 4.56893 0.3693 0.1000 -0.3886 0.30
H -0.90611 7.10062 4.34200 0.8242 -0.7380 -0.0719 0.44
H -2.45280 7.08567 3.77596 -0.0239 0.2257 -0.5222 0.47
H -0.71799 7.80484 0.66476 0.7202 0.4905 0.2524 0.45
H -0.56653 8.45005 2.43111 0.4634 0.2473 -0.5257 0.43
H -2.09906 8.24832 1.58356 -0.0816 -0.0306 0.3039 0.46
H 0.34394 5.52335 1.03682 0.3138 0.2397 -0.0714 0.43
H 0.44366 4.88959 2.61365 0.1390 0.3870 0.6034 0.24
H 0.98849 6.63039 2.24652 0.2780 -0.3106 0.3873 0.55
H -2.44664 6.41473 -0.21486 -0.0348 -0.1319 -0.1619 0.34
C 2.49356 -2.64754 -0.16951 -0.6342 1.3151 0.1453 -1.01
C 3.53857 -2.28868 -1.27530 -0.3428 -1.3757 1.6238 2.58
C 3.16355 -0.96974 -1.91338 0.2991 0.0795 -1.3775 -1.52
C 4.90264 -2.10628 -0.57946 0.9804 -0.3530 -0.4832 -1.24
C 5.56242 -3.39037 -0.08230 -0.7002 0.0569 0.0901 -0.88
C 5.62483 -4.41992 -1.19178 -0.7830 0.4658 0.0760 -1.30
C 4.23944 -4.66416 -1.84838 0.7401 -1.0084 1.3263 1.36
C 4.56723 -5.59894 -3.01443 -0.5220 0.1361 -0.6995 -1.94
C 3.40076 -5.49457 -0.82934 0.9441 0.3349 0.6122 -1.58
N 3.66626 -3.39731 -2.24233 1.0859 0.5006 -1.2034 0.20
O 2.48381 -3.65519 -2.98773 -0.2774 0.3957 0.5010 -0.43
H 2.90196 -2.77475 0.83426 0.2891 -0.3558 -0.1530 0.33
H 1.85438 -1.76418 -0.05525 -0.1455 -0.0740 0.0651 -0.29
H 1.81489 -3.46438 -0.39995 0.2142 -0.1039 -0.2160 -0.08
H 2.11137 -0.90049 -2.18668 0.0429 -0.0472 0.3166 -0.18
H 3.48615 -0.11356 -1.32029 -0.3400 -0.1349 0.4075 0.23
H 3.71157 -0.83965 -2.85361 0.0713 -0.1871 -0.0171 0.67
H 5.60324 -1.67542 -1.30368 -0.1463 0.3230 -0.0025 0.61
H 4.83653 -1.45463 0.29359 -0.3458 0.3655 -0.2784 -0.03
H 6.55769 -3.18104 0.31198 -0.0233 0.0657 0.0251 0.49
H 4.94307 -3.73027 0.75324 0.2604 -0.3230 0.0672 0.27
H 5.94341 -5.38735 -0.80291 0.3720 0.0364 -0.1799 0.46
H 6.28105 -4.04402 -1.97974 0.2514 -0.2301 0.0684 0.42
H 5.28410 -5.16719 -3.71666 0.0654 0.1244 0.1351 0.45
H 3.70173 -5.90104 -3.60799 -0.1593 0.0959 0.1805 0.41
H 4.98488 -6.51466 -2.59933 0.1495 0.0382 -0.0509 0.37
H 3.58101 -5.15595 0.19555 -0.5607 0.6295 -0.1108 0.28
H 3.87624 -6.47154 -0.70819 -0.5971 -0.3792 -0.7328 0.51
H 2.34027 -5.48645 -1.06211 0.0076 -0.4410 -0.0160 0.31
H 2.76358 -3.47985 -3.89162 -0.1301 0.0662 -0.0110 0.34
C 6.62269 2.43073 3.82882 -0.1383 -0.8559 -0.6279 -1.50
C 5.16988 2.29435 4.29812 -1.9109 0.1670 1.6703 1.22
C 5.15200 1.74707 5.75598 2.8254 -1.1671 -0.4498 -2.08
C 4.42030 3.64738 4.50130 0.8408 0.5627 -2.2099 -1.04
C 3.73281 4.13854 3.22091 -0.7567 -0.2657 0.8396 -0.94
C 2.79624 3.07977 2.65835 1.0847 0.6795 0.0036 -1.51
C 3.50826 1.72220 2.38532 -0.0062 2.6308 -0.9023 2.59
C 2.35419 0.76667 2.04958 1.2224 -1.5937 0.6122 -1.80
C 4.46498 1.98141 1.16899 -1.2424 -0.4253 0.2612 -1.89
N 4.26616 1.39028 3.56917 -1.1689 -0.1097 0.9455 0.69
O 4.64539 0.03967 3.59184 0.7606 -0.2985 -0.4765 -0.51
H 7.09602 3.33396 4.20630 0.0741 -0.1171 0.1838 0.36
H 7.15699 1.52511 4.12744 0.1962 0.2362 0.3738 0.37
H 6.75285 2.39331 2.74659 -0.3553 0.4044 -0.0744 0.33
H 5.79688 2.33788 6.41389 -0.6299 0.6448 0.0709 0.43
H 4.21232 1.45357 6.20963 -0.2526 0.4062 -0.2426 0.38
H 5.81513 0.86946 5.71347 -0.5647 -0.4337 0.1166 0.46
H 3.72268 3.57454 5.32915 0.0282 0.1302 0.0535 0.37
H 5.19914 4.40463 4.61989 -0.0783 -0.0838 1.0488 0.40
H 3.06171 4.97783 3.43245 0.3896 0.2731 0.1837 0.36
H 4.46737 4.49750 2.49823 -0.0011 -0.1800 -0.0873 0.38
H 2.44504 3.59054 1.75597 -0.4628 -0.8836 -0.2983 0.37
H 1.96631 2.96368 3.35925 -0.0607 -0.2212 -0.0527 0.43
H 2.08544 0.17254 2.92907 0.0150 0.2260 0.1854 0.61
H 2.74866 0.00712 1.36885 -0.4513 0.0642 -0.3497 0.01
H 1.41950 1.20755 1.71425 0.3020 0.3581 -0.3848 0.00
H 5.00393 1.05782 0.95844 -0.0056 0.0587 -0.3817 0.35
H 5.17144 2.79350 1.31901 0.0196 -0.0768 0.3392 0.47
H 3.80184 2.31718 0.36725 0.3141 -0.4237 -0.4568 0.36
H 4.09464 -0.39919 4.25026 -0.0680 0.2398 0.0390 0.31
C -0.20141 0.62543 -3.23651 1.7254 -1.2813 0.1336 -0.75
C -1.33847 0.51584 -2.20930 2.7386 1.6134 -1.0344 2.15
C -0.59573 0.42751 -0.83805 -2.3294 -0.0501 0.7884 -0.42
C -2.09804 1.83337 -2.37002 -1.4381 -0.7135 -0.3199 -1.74
C -3.39190 1.80360 -1.55069 0.3505 0.3249 0.1282 0.79
C -4.19745 0.58583 -1.97348 0.0502 -0.3192 -2.2417 -2.01
C -3.46723 -0.77909 -1.96070 -0.6702 -1.1975 0.3468 2.52
C -3.38803 -1.36560 -0.54719 0.2905 0.8744 0.9264 -1.18
C -4.29329 -1.82181 -2.76973 -0.3309 1.0122 -0.2331 -1.23
N -2.14584 -0.63686 -2.61383 -0.9140 1.1973 -0.2894 1.15
O -1.41164 -1.83292 -2.63491 -0.2331 0.1599 0.6635 -0.69
H -0.40083 0.38679 -4.27961 -0.5210 -0.0168 0.1200 -0.43
H 0.41908 1.52434 -3.24310 -0.6222 0.4521 0.3853 0.42
H 0.52338 -0.11887 -2.88470 -0.0323 -0.1278 -0.6232 -0.29
H -0.19691 -0.56924 -0.65275 0.2918 0.1083 -0.1050 -0.42
H 0.10881 1.20660 -0.55005 0.3590 -0.0061 -0.8784 0.90
H -1.38822 0.59570 -0.09580 0.1355 -0.3754 0.2792 -0.67
H -1.47426 2.72553 -2.31664 0.2085 -0.1929 0.9627 0.51
H -2.42523 1.92472 -3.41505 -0.0361 -0.4419 -0.1058 0.19
H -3.19084 1.78663 -0.47735 0.0311 0.0186 0.0081 -0.97
H -3.91067 2.73986 -1.76384 -0.3924 -0.1794 0.1338 0.81
H -4.39544 0.68009 -3.05314 0.0746 0.4805 -0.0752 0.21
H -5.22711 0.52320 -1.61856 0.2901 -0.1798 0.8097 0.47
H -4.01990 -2.23006 -0.36228 0.2862 -0.2658 -0.2912 0.54
H -3.71909 -0.66286 0.22544 0.0770 0.2494 -0.1512 0.13
H -2.34710 -1.54981 -0.27874 -0.1941 -0.4283 0.2018 -0.48
H -4.00499 -2.85398 -2.58913 0.1345 0.0620 0.0898 0.30
H -4.28792 -1.63422 -3.84427 0.3136 0.0767 -0.0063 -0.47
H -5.33442 -1.66720 -2.47281 -0.0301 -0.3327 0.1651 0.61
H -1.36449 -2.10104 -1.69886 0.2346 -0.2920 -0.2420 0.35
O -5.16171 0.85501 -6.11760 -0.0104 0.0435 -0.2745 -0.45
C -6.28704 0.13641 -6.64952 1.0831 -0.0798 0.9175 -0.46
C -6.09436 -1.35807 -6.28735 -0.7371 1.2329 -0.0971 -0.03
O -4.90262 -1.86701 -6.84543 -0.2304 0.0187 0.4602 -0.53
H -4.42739 0.79671 -6.74345 -0.0528 0.0056 -0.1131 0.27
H -7.09723 0.61481 -6.09862 -0.5388 -0.4818 -0.3107 0.32
H -6.38054 0.29654 -7.72459 -0.0812 -0.0384 -0.0598 0.26
H -6.97280 -1.92609 -6.59825 0.2037 -0.2518 -0.3324 0.42
H -6.10519 -1.37248 -5.19541 0.2753 -0.2517 0.1278 -0.07
H -4.18137 -1.56592 -6.25977 0.0399 -0.0657 -0.4026 0.30
O -2.48465 -0.86379 -5.69588 0.6288 0.5759 -0.0354 -0.54
C -1.67556 -0.01814 -6.52077 -0.9540 0.0839 -0.4590 -0.42
C -2.14119 -0.07098 -7.95861 0.6290 -0.5189 -0.8183 -0.81
O -3.07985 0.96430 -8.22057 -0.1282 0.0204 0.2297 -0.56
H -2.40026 -0.50837 -4.79121 -0.1548 -0.4828 0.1890 0.19
H -1.81363 1.02520 -6.22788 0.2378 0.0890 0.1993 0.29
H -0.61487 -0.26377 -6.49739 0.0606 -0.2688 0.3060 0.39
H -2.53757 -1.05015 -8.24909 -0.2538 -0.0283 0.4706 0.31
H -1.27392 0.04617 -8.62069 0.0940 0.2993 0.1465 0.49
H -3.26021 0.96972 -9.16429 -0.1515 0.0108 0.0171 0.28